# C4H5NO

A 2-piece molecular cluster, C4H5NO overall in a non-equilibrium geometry (ωB97M-V/def2-TZVPD, the OMol25 dataset).

Each line ends with the Löwdin charge.
Cartesian coordinates (Å):
C: -1.6656 -0.0911 0.0027  -0.11
C: -0.5469 0.8325 0.4206  -0.15
C: 0.7052 1.0157 0.0921  -0.26
O: 1.8196 1.3466 -0.0862  0.10
H: -1.3780 -1.1416 -0.0956  0.05
H: -2.0872 0.2399 -0.9538  0.07
H: -2.4651 -0.0358 0.7483  0.07
H: -0.7838 1.7828 0.9002  0.12
C: 2.1678 -1.3247 -0.3497  -0.06
N: 1.1238 -1.7925 -0.2028  0.10
H: 3.1103 -0.8318 -0.4759  0.07

Results
Orbital gap   9.62 eV
E_HOMO   -0.324 Eh
SMILES   CC=C=O.C#N

# C14H32N8O7STi

C14H32N8O7STi as an isolated structure in a non-equilibrium geometry (ωB97M-V/def2-TZVPD, the OMol25 dataset).

Each line ends with the Löwdin charge.
Cartesian coordinates (Å):
Ti: -0.8454 1.0676 -0.9490  1.14
O: -3.6364 3.1633 -1.4082  -0.24
S: -3.3649 1.9499 -0.6819  0.45
O: -4.3551 1.4468 0.1713  -0.21
O: -1.9538 2.0945 0.1443  -0.41
O: -2.7770 0.9046 -1.6460  -0.41
N: 0.1472 0.9140 1.0718  0.01
C: 1.4990 0.3041 0.9685  -0.25
C: 2.3935 0.7223 2.1498  -0.13
C: 3.2372 -0.3452 2.8418  -0.15
C: 4.7732 -0.4224 2.4629  -0.10
N: 5.0220 -1.1327 1.1744  0.11
C: 5.9298 -2.0326 0.9134  -0.43
N: 6.5254 -2.7089 1.8553  0.23
N: 6.2876 -2.3712 -0.3862  0.18
C: 2.0628 0.5895 -0.3909  -0.55
O: 3.2563 0.4537 -0.5816  0.09
O: 1.1730 0.9004 -1.2960  -0.11
H: 0.2806 1.8805 1.4318  0.14
H: -0.3801 0.4770 1.7931  0.10
H: 1.3442 -0.7921 1.0524  0.17
H: 1.7442 1.0903 2.8780  0.10
H: 3.1418 1.4974 1.9043  0.14
H: 2.8527 -1.3581 2.9493  0.12
H: 3.2925 -0.0236 3.9057  0.13
H: 5.3326 -0.7753 3.2799  0.10
H: 5.0807 0.6233 2.2445  0.14
H: 4.6062 -0.6132 0.4100  0.11
H: 6.2148 -2.6854 2.8347  0.15
H: 7.1821 -3.3597 1.5661  0.11
H: 5.9638 -1.7731 -1.2007  0.16
H: 7.2237 -2.7170 -0.5062  0.11
N: -0.7251 2.9023 -2.1248  -0.02
C: -0.1432 2.7318 -3.5269  -0.18
C: -0.8961 1.6989 -4.2678  -0.21
C: -0.3653 0.3361 -4.0531  -0.23
N: -0.8059 -0.2154 -2.7657  -0.05
H: -1.6810 3.2494 -2.2357  0.08
H: -0.3096 3.7114 -1.6603  0.13
H: 0.9044 2.4980 -3.4087  0.12
H: -0.2947 3.7061 -4.0592  0.15
H: -0.6795 1.9627 -5.3588  0.16
H: -1.9665 1.7051 -4.1075  0.13
H: 0.7239 0.3154 -4.1459  0.14
H: -0.8428 -0.2618 -4.8213  0.13
H: -0.1268 -0.9736 -2.5620  0.12
H: -1.7480 -0.6698 -2.9202  0.14
N: -1.3344 -0.8541 -0.1921  0.11
C: -2.3113 -1.1232 0.4268  -0.20
N: -3.3975 -1.3520 1.0537  -0.03
C: -4.4226 -2.2401 0.4279  -0.04
C: -5.8266 -1.7394 0.6732  -0.19
O: -5.9658 -1.4620 2.0153  -0.09
C: -5.1305 -0.4180 2.4799  -0.15
C: -3.5991 -0.6949 2.3683  -0.03
H: -4.2991 -3.1961 0.8926  0.13
H: -4.1286 -2.2826 -0.6120  0.14
H: -6.6674 -2.4070 0.4547  0.15
H: -5.9755 -0.8485 0.0414  0.13
H: -5.4166 -0.3711 3.5099  0.14
H: -5.3588 0.4793 2.0222  0.08
H: -3.4087 -1.4196 3.1531  0.13
H: -3.0554 0.2641 2.3463  0.13

Results
Orbital gap   8.01 eV
E_HOMO   -0.529 Eh
Charge   +2

# H14NO10

H14NO10 as an isolated structure in a non-equilibrium geometry (ωB97M-V/def2-TZVPD, the OMol25 dataset).

Each line ends with the Löwdin charge.
Cartesian coordinates (Å):
N: -0.1128 -0.2264 -0.0392  -0.29
O: 0.3597 0.7820 -0.6002  0.00
O: -0.7724 -0.1225 0.9702  -0.02
O: 0.0947 -1.3004 -0.4935  0.15
O: 2.7784 -0.1984 0.2796  -0.02
H: 2.4726 0.4195 0.9437  0.04
H: 1.9799 -0.6101 -0.0508  0.00
O: -2.8195 -0.6396 0.5252  -0.02
H: -1.9402 -0.2792 0.6403  -0.14
H: -3.0506 -0.9882 1.3861  0.03
O: -0.5222 2.4570 -0.8330  -0.08
H: -0.3404 2.9370 -1.6410  0.05
H: -0.5270 1.5368 -1.0965  -0.04
O: 0.3730 -2.8016 -1.8012  -0.06
H: 0.0540 -2.2532 -1.0844  -0.19
H: 1.2939 -2.5587 -1.8977  0.03
O: -0.4725 -1.3900 2.3769  -0.02
H: -0.3478 -0.9404 1.5411  -0.22
H: 0.2842 -1.9714 2.4519  0.03
O: 1.4722 0.8518 -2.1951  -0.05
H: 1.9499 1.5458 -1.7408  0.03
H: 0.8392 0.5349 -1.5509  -0.23
O: -0.7750 1.9909 1.1268  -0.06
H: -0.5426 1.1864 1.5905  0.01
H: -1.7288 2.0384 1.1918  0.06

Results
Orbital gap   9.00 eV
E_HOMO   -0.230 Eh
Charge   -1

# C16H16ClN2O3PSe2Tc

C16H16ClN2O3PSe2Tc as an isolated structure in a non-equilibrium geometry (ωB97M-V/def2-TZVPD, the OMol25 dataset).

Each line ends with the Löwdin charge.
Cartesian coordinates (Å):
Tc: -1.5661 0.6565 0.3619  1.00
N: -1.7517 2.3605 1.6903  -0.12
C: -3.1856 2.7306 1.7910  -0.14
C: -3.8123 2.5809 0.4270  -0.53
O: -4.7142 3.2964 0.0452  0.08
N: -3.2166 1.5795 -0.2896  -0.13
C: -3.5415 1.4684 -1.7056  -0.10
C: -2.2518 1.1896 -2.4450  -0.60
O: -2.1559 1.1815 -3.6402  0.10
O: -1.2295 0.9463 -1.6145  -0.33
H: -1.3959 2.1568 2.6212  -0.01
H: -1.2157 3.1326 1.3080  0.12
H: -3.3300 3.7450 2.1540  0.13
H: -3.6569 2.0338 2.4821  0.10
H: -4.0016 2.3784 -2.0793  0.13
H: -4.2266 0.6413 -1.8964  0.14
Se: -1.2008 -2.2996 -1.6079  0.41
P: 0.0591 -1.0556 -0.3730  0.41
Se: -1.6021 -0.7344 2.3284  0.21
C: 1.4073 -0.2657 -1.3105  -0.41
C: 2.1169 -1.0051 -2.2509  -0.09
C: 3.1597 -0.4185 -2.9530  -0.07
C: 3.4990 0.9065 -2.7154  -0.08
C: 2.8008 1.6439 -1.7691  -0.07
C: 1.7559 1.0577 -1.0702  -0.12
C: 0.9892 -2.1238 0.7867  -0.47
C: 1.9535 -1.5073 1.5858  -0.12
C: 2.7474 -2.2612 2.4325  -0.08
C: 2.5817 -3.6408 2.4946  -0.08
C: 1.6109 -4.2551 1.7195  -0.07
C: 0.8120 -3.4992 0.8670  -0.12
H: 1.8505 -2.0390 -2.4395  0.10
H: 3.7053 -0.9956 -3.6886  0.11
H: 4.3068 1.3667 -3.2708  0.10
H: 3.0643 2.6772 -1.5836  0.10
H: 1.2049 1.6382 -0.3387  0.08
H: 2.0862 -0.4318 1.5440  0.10
H: 3.4963 -1.7746 3.0446  0.11
H: 3.2079 -4.2328 3.1507  0.10
H: 1.4711 -5.3277 1.7741  0.11
H: 0.0499 -3.9808 0.2696  0.05
Cl: -1.8822 0.4803 4.1637  -0.05

Results
Spin multiplicity   4
Orbital gap (alpha / beta)   7.24 / 5.56 eV
E_HOMO (alpha / beta)   -0.307 / -0.305 Eh

# C40H51BN9O3S2Y

C40H51BN9O3S2Y as an isolated structure (ωB97M-V/def2-TZVPD, the OMol25 dataset).

Each line ends with the Löwdin charge.
Cartesian coordinates (Å):
Y: 0.8990 0.2692 0.6419  1.32
C: -2.2205 -5.5628 4.5256  -0.03
C: -1.7814 -4.5653 3.4946  -0.26
C: -1.9038 -4.7700 2.1525  0.01
C: -1.5322 -3.8155 1.1570  -0.10
C: -1.8407 -4.3152 -0.1321  0.01
N: -2.0776 -3.7456 -1.2812  0.09
C: -2.2129 -2.3283 -1.5451  -0.20
C: -3.5326 -1.9842 -2.2149  -0.13
C: -3.5224 -0.5067 -2.6045  -0.14
N: -3.1157 0.3115 -1.4677  0.08
C: -3.9188 1.0131 -0.7327  0.03
C: -3.5367 1.7281 0.4264  -0.11
C: -4.5184 2.5399 1.0322  0.03
C: -4.2576 3.3137 2.1364  -0.25
C: -5.2944 4.1908 2.7757  -0.03
C: -2.9468 3.2704 2.6213  0.05
C: -1.9384 2.4897 2.0729  -0.12
C: -0.6208 2.6345 2.6621  -0.08
N: 0.4919 2.1340 2.2830  -0.01
C: 1.6259 2.5279 3.1508  -0.19
C: 2.4762 1.3415 3.5633  -0.18
C: 1.6639 0.1971 4.1087  -0.19
N: 0.8280 -0.4626 3.0666  -0.05
C: 0.1104 -1.3830 3.5802  -0.10
C: -0.6842 -2.4276 2.9604  -0.10
C: -1.1526 -3.3682 3.8585  0.04
C: -0.8717 -2.5755 1.5390  -0.29
O: -0.4384 -1.7120 0.7189  -0.19
C: -2.2111 1.6415 0.9627  -0.30
O: -1.3315 0.8441 0.4702  -0.20
H: -2.8190 -6.3535 4.0765  0.08
H: -2.8243 -5.0892 5.2999  0.09
H: -1.3640 -6.0280 5.0154  0.09
H: -2.3453 -5.7002 1.8108  0.12
H: -1.9598 -5.3935 -0.1799  0.15
H: -2.2726 -4.3719 -2.0509  0.17
H: -1.3678 -2.0069 -2.1524  0.05
H: -2.1185 -1.8273 -0.5869  0.10
H: -4.3679 -2.1819 -1.5383  0.13
H: -3.6943 -2.5801 -3.1165  0.13
H: -4.5060 -0.1728 -2.9325  0.13
H: -2.8058 -0.3224 -3.4053  0.12
H: -2.1374 0.2999 -1.1627  0.07
H: -4.9567 1.0576 -1.0534  0.15
H: -5.5138 2.5493 0.6002  0.13
H: -6.2937 3.9359 2.4272  0.08
H: -5.1180 5.2418 2.5419  0.09
H: -5.2851 4.0891 3.8607  0.09
H: -2.6931 3.8891 3.4768  0.13
H: -0.6186 3.2838 3.5426  0.13
H: 1.2290 3.0122 4.0482  0.12
H: 2.2297 3.2686 2.6298  0.11
H: 3.1897 1.6760 4.3198  0.13
H: 3.0840 0.9793 2.7390  0.08
H: 1.0184 0.5223 4.9308  0.13
H: 2.3484 -0.5555 4.5052  0.13
H: 0.1395 -1.4887 4.6695  0.13
H: -0.9797 -3.1840 4.9144  0.13
C: 2.2036 -4.8796 0.7686  -0.02
N: 2.5008 -4.0795 -0.4060  -0.11
C: 2.6151 -4.5539 -1.6968  -0.03
C: 2.9318 -3.4929 -2.4710  -0.03
N: 3.0136 -2.3806 -1.6628  0.01
B: 3.4442 -0.9653 -2.0952  -0.47
N: 2.6638 -0.4644 -3.3435  -0.01
C: 3.2246 -0.1740 -4.5687  -0.04
C: 2.3024 0.4711 -5.3159  -0.02
N: 1.1686 0.5824 -4.5331  -0.11
C: -0.0682 1.2256 -4.9342  -0.02
C: 1.4044 0.0013 -3.3403  -0.67
S: 0.2360 -0.1778 -2.0930  0.73
C: 2.7453 -2.7510 -0.4023  -0.66
S: 2.7156 -1.8183 1.0509  0.67
H: 2.0003 -5.8969 0.4432  0.10
H: 1.3357 -4.4732 1.2864  0.07
H: 3.0526 -4.8797 1.4496  0.10
H: 2.4843 -5.5942 -1.9330  0.12
H: 3.1225 -3.4378 -3.5276  0.13
H: 4.6182 -0.9177 -2.3551  0.10
H: 3.1535 -0.2395 -1.1894  0.02
H: 4.2440 -0.4357 -4.7872  0.13
H: 2.3403 0.8620 -6.3165  0.13
H: 0.1618 1.9842 -5.6783  0.10
H: -0.5183 1.6981 -4.0634  0.07
H: -0.7596 0.4991 -5.3610  0.10
O: 3.0106 1.3906 0.5735  -0.26
C: 3.5489 2.7216 0.4261  -0.21
C: 4.0904 2.9697 -0.9650  -0.13
C: 3.0784 2.6137 -2.0529  -0.13
C: 1.7771 3.3497 -1.9297  -0.27
C: 1.5080 4.4423 -2.7486  -0.01
C: 0.3161 5.1299 -2.6110  -0.04
C: -0.5756 4.7056 -1.6395  -0.04
C: -0.2292 3.6126 -0.8653  -0.12
N: 0.9096 2.9279 -0.9922  0.09
H: 3.6677 0.7259 0.3061  0.06
H: 4.3227 2.8696 1.1829  0.14
H: 2.7192 3.3900 0.6376  0.10
H: 5.0003 2.3839 -1.1225  0.13
H: 4.3859 4.0201 -1.0273  0.13
H: 2.8706 1.5499 -1.9839  0.06
H: 3.5151 2.7975 -3.0355  0.13
H: 2.2398 4.7416 -3.4872  0.12
H: 0.0931 5.9811 -3.2403  0.12
H: -1.5153 5.2125 -1.4706  0.11
H: -0.9018 3.2786 -0.0918  0.08

Results
Orbital gap   6.75 eV
E_HOMO   -0.441 Eh
Charge   +2

# C6H16N6

C6H16N6 as an isolated structure in a non-equilibrium geometry (ωB97M-V/def2-TZVPD, the OMol25 dataset).

Each line ends with the Löwdin charge.
Cartesian coordinates (Å):
C: 0.6052 -0.1969 1.7182  -0.08
C: -2.3611 2.1550 4.0615  -0.20
C: 0.2538 -1.5710 -3.2611  -0.47
C: 1.2181 0.8844 0.8578  -0.13
C: 0.9370 0.6366 -0.6685  -0.19
C: 1.3813 -0.7209 -1.2279  -0.12
N: -0.2905 0.0579 2.5838  0.16
N: -2.0301 1.5401 3.1135  0.23
N: -2.8205 2.9004 5.0166  0.17
N: -0.3507 -1.3046 -4.3887  0.22
N: 0.4290 -2.8890 -2.8979  0.24
N: 0.8581 -0.6338 -2.6559  0.09
H: 0.9328 -1.2513 1.4278  0.16
H: 0.9170 1.9677 0.9174  0.15
H: 2.3044 0.8394 1.1032  0.14
H: 1.4530 1.4282 -1.0934  0.09
H: -0.1426 0.7355 -0.8135  0.13
H: 0.9027 -1.5256 -0.5974  0.12
H: 2.5008 -0.7728 -1.1829  0.15
H: -1.1688 0.8551 2.7323  -0.05
H: -0.6624 -0.7090 3.1111  0.12
H: -2.2038 2.9913 5.8619  0.17
H: -3.8146 3.2566 4.9311  0.18
H: -0.3129 -2.0343 -5.1586  0.19
H: -0.4019 -0.3866 -4.6293  0.09
H: -0.0904 -3.4097 -3.5240  0.10
H: 1.0891 -3.2137 -2.2716  0.10
H: 0.8680 0.3710 -3.0656  0.22

Results
Orbital gap   11.02 eV
E_HOMO   -0.624 Eh
Charge   +2

# CH6N4O

One molecule with the formula CH6N4O in a non-equilibrium geometry (ωB97M-V/def2-TZVPD, the OMol25 dataset).

Each line ends with the Löwdin charge.
Cartesian coordinates (Å):
C: 1.6608 0.8521 -0.2074  -0.07
N: 0.4811 0.1720 0.2771  -0.22
O: 0.3867 -1.1962 -0.3389  -0.07
N: -0.5870 0.9372 0.3986  -0.05
N: -1.7675 0.6044 0.4658  -0.10
N: -2.1919 -0.6573 0.2607  0.01
H: 2.5372 0.2593 0.0546  0.08
H: 1.7080 1.8164 0.2920  0.08
H: 1.6314 1.0011 -1.2909  0.08
H: 0.8628 -1.7759 0.2696  0.09
H: -1.5523 -1.3234 -0.1970  0.07
H: -3.1694 -0.6897 0.0159  0.08

Results
Orbital gap   9.07 eV
E_HOMO   -0.306 Eh
SMILES   CN(O)/N=N\N

# C2H8

A 2-piece molecular cluster, C2H8 overall in a non-equilibrium geometry (ωB97M-V/def2-TZVPD, the OMol25 dataset).

Each line ends with the Löwdin charge.
Cartesian coordinates (Å):
C: 3.3444 8.2482 10.5693  -0.10
H: 4.1039 7.8399 11.2522  0.03
H: 3.5237 9.3234 10.4213  0.03
H: 2.3440 8.0994 11.0019  0.03
H: 3.4053 7.7299 9.6010  0.01
C: 5.4061 8.0917 9.1536  -0.11
H: 5.4993 7.5461 10.1043  0.02
H: 4.7231 7.5485 8.4840  0.03
H: 6.3953 8.1746 8.6797  0.03
H: 5.0068 9.0984 9.3462  0.02

Results
Orbital gap   12.90 eV
E_HOMO   -0.435 Eh
SMILES   C.C

The following energy relative to the best compared isomer or geometry (same formula, charge and spin) values (in kcal/mol) correspond, in order, to the records above: 47.0 19.6 344.8 75.8 0.0 21.8 115.1 20.0.